{
  "formula": "C2H3Cl2NO",
  "method": "ωB97M-V/def2-TZVPD",
  "elements": ["Cl", "Cl", "O", "N", "C", "C", "H", "H", "H"],
  "coordinates": [[1.73064, 0.68186, -1.18858], [0.55858, 1.98199, 1.13918], [-0.65520, -2.03301, 0.38489], [-0.94548, 0.96401, -0.72828], [0.31137, 0.87353, -0.14183], [0.39293, -1.52162, 0.66445], [1.25635, -2.07548, 1.02387], [-1.50397, 1.12295, 0.04081], [-1.14522, 0.00578, -1.19452]],
  "atomic_forces_ev_per_a": [[-0.668, 0.284, 0.022], [0.086, 0.303, 0.303], [1.632, 0.730, 0.381], [2.137, -2.662, -2.438], [1.097, -1.800, -0.027], [-2.718, 0.974, -1.122], [0.741, -0.233, 0.277], [-2.355, 0.301, 1.590], [0.047, 2.103, 1.014]],
  "mulliken_charge": [-0.16, -0.18, -0.38, -0.53, 0.32, 0.07, 0.32, 0.24, 0.30],
  "de_lowest_ev": 3.845,
  "lumo_energy_ev": [0.18, 0.13]
}